Record 1
6 unconnected molecules or ions with the total composition C46H53ClF3N7O14. Source: OMol25; level of theory: wB97M-V/def2-TZVPD.

Structure (XYZ):
```
124
Properties=species:S:1:pos:R:3:forces:R:3:mulliken_charge:R:1
C 3.02762 -0.93689 0.69649 -0.340 -0.426 0.118 -0.207
O 2.91607 -0.44107 -0.68151 0.675 0.976 1.326 -0.357
C 3.50367 0.88421 -0.69015 1.033 0.394 -0.127 0.069
C 3.59283 1.55761 -2.13289 -0.631 0.061 0.096 -0.818
C 2.19839 1.69288 -2.91210 -0.054 -0.990 -0.100 -1.048
C 0.92371 1.99004 -1.99233 -0.310 0.288 -0.970 0.350
C 1.06419 3.26353 -1.02464 0.191 -0.449 -0.167 -1.151
C 0.02258 3.12176 0.20055 0.447 1.548 0.429 0.825
Cl 0.41517 1.65068 1.20943 -0.496 0.266 -0.878 0.231
C -1.43784 3.30281 -0.43545 -0.150 -0.016 -3.628 -0.952
O -2.28049 2.17262 -0.64243 -0.071 1.640 1.976 -0.108
C -2.88862 1.69568 0.58224 0.182 -1.671 0.883 0.582
C -4.39302 1.18665 0.40779 0.174 0.137 0.045 -1.058
N -4.60365 0.40479 -0.84080 -0.326 -1.051 0.266 -0.330
C -3.81152 -0.86015 -0.87538 1.201 0.003 0.799 -0.643
C -2.51015 -0.82941 -1.80995 -0.011 -1.463 -0.754 0.601
C -2.60137 0.13349 -3.07483 0.640 0.015 -0.647 -0.598
O -1.26536 -0.58952 -1.07059 -1.118 0.135 -0.026 -0.321
N -2.06924 4.58516 0.07634 2.660 1.235 0.315 -0.391
C -0.87327 5.38327 0.47524 -0.245 0.867 0.109 -0.105
O -0.61382 6.56120 0.19087 -1.027 -3.760 0.890 -0.594
C -0.05181 4.28840 1.29557 -0.071 0.269 -0.448 -0.323
C 1.24063 4.69615 2.12155 -0.489 0.221 1.256 0.602
F 2.44283 4.15321 1.65943 -2.345 1.669 0.893 -0.226
F 1.31163 6.10055 2.31671 0.438 -3.331 -0.714 -0.281
F 1.05445 4.16560 3.44014 0.674 0.972 -2.385 -0.201
H 1.98808 -1.20173 1.08426 1.441 0.358 -0.602 -0.142
H 3.67718 -1.88355 0.71393 -0.836 1.428 -0.040 0.257
H 3.47662 -0.13204 1.37742 -0.557 -1.238 -0.890 0.283
H 2.96090 1.53306 0.07186 0.521 -0.637 -1.078 -0.048
H 4.58686 0.78022 -0.30217 -1.411 0.280 -0.577 0.419
H 4.01036 2.61681 -2.01554 -0.275 -1.523 0.066 0.264
H 4.31106 0.94111 -2.76721 -0.869 0.909 0.777 0.383
H 2.00679 0.66678 -3.40006 0.112 1.540 0.707 0.309
H 2.28645 2.42740 -3.78974 -0.032 -0.831 1.394 0.328
H 0.62489 1.02358 -1.47290 0.462 1.390 -0.334 -0.143
H 0.05891 2.23313 -2.71558 1.203 -0.516 1.070 0.413
H 2.14242 3.37383 -0.68645 -1.490 -0.179 -0.076 0.367
H 0.83358 4.19944 -1.65678 0.158 -1.227 1.214 0.357
H -1.21208 3.61456 -1.52176 -0.158 -0.990 1.465 0.537
H -2.27956 0.77121 0.90474 -0.821 1.421 -0.436 -0.237
H -2.79234 2.45396 1.43267 -0.412 -0.856 -1.215 0.339
H -5.11855 2.06493 0.38502 0.908 -1.173 0.191 0.351
H -4.59605 0.47233 1.29268 0.253 1.406 -0.777 0.356
H -5.59093 0.09212 -0.87587 0.811 0.729 0.101 0.285
H -4.42076 -1.78372 -1.14368 0.514 1.439 0.141 0.447
H -3.43038 -1.03413 0.20456 -0.430 -0.148 -1.456 0.057
H -2.39059 -1.90682 -2.23005 -0.395 1.703 0.709 0.229
H -3.56972 0.71618 -3.16925 1.193 -0.734 0.510 0.250
H -2.50224 -0.47723 -4.04685 -0.132 0.774 1.526 0.147
H -1.72103 0.87257 -3.08898 -1.375 -1.097 0.256 -0.104
H -1.29172 -1.09115 -0.23041 -0.005 0.197 -0.769 0.068
H -2.48961 5.13726 -0.68553 -0.078 -0.727 0.352 0.378
H -0.80917 3.88477 2.05165 1.221 0.737 -0.843 0.417
O -1.36617 -3.39151 -3.91801 -0.251 0.049 -0.403 -0.594
N -2.05027 -3.20636 -4.91212 -0.202 -0.070 0.447 1.037
O -3.27070 -3.15258 -4.91040 0.430 0.007 0.006 -0.587
C -1.36076 -3.04164 -6.19307 0.404 0.090 -0.725 0.124
C 0.02834 -3.13266 -6.24154 0.083 -0.028 0.072 -0.299
C 0.67764 -2.99896 -7.46349 -0.244 0.016 -0.037 -0.519
C -0.05815 -2.77218 -8.62240 -0.019 -0.005 0.020 -0.410
C -1.44494 -2.67216 -8.56512 0.184 -0.048 0.194 -0.481
C -2.10288 -2.80731 -7.34786 -0.122 0.010 -0.041 -0.306
H 0.61249 -3.30898 -5.34560 -0.254 0.021 -0.004 0.457
H 1.75837 -3.07442 -7.51360 -0.122 0.026 0.054 0.387
H 0.45181 -2.67374 -9.57554 -0.051 0.010 0.113 0.380
H -2.01325 -2.49233 -9.47112 0.022 -0.015 0.127 0.378
H -3.18372 -2.73045 -7.31647 0.152 -0.049 0.202 0.437
O 0.65710 2.63663 11.12005 -0.255 0.077 -0.426 -0.604
N -0.05023 2.81895 10.14196 -0.228 -0.046 0.556 1.006
O -1.26936 2.88119 10.17283 0.450 -0.025 -0.067 -0.598
C 0.60792 2.96807 8.84213 0.396 0.059 -0.730 -0.072
C 1.99456 2.86603 8.75845 0.074 -0.025 0.066 -0.322
C 2.61315 2.98433 7.51863 -0.287 0.020 -0.018 -0.535
C 1.84935 3.20693 6.37709 0.044 -0.023 -0.016 -0.320
C 0.46488 3.31807 6.46931 0.155 -0.073 0.186 -0.313
C -0.16216 3.19833 7.70470 -0.108 -0.013 -0.043 -0.381
H 2.60032 2.69265 9.64044 -0.260 0.014 0.001 0.453
H 3.69166 2.89991 7.44126 -0.119 0.010 0.055 0.389
H 2.33480 3.29306 5.41029 -0.079 0.013 0.109 0.368
H -0.12514 3.49441 5.57655 0.050 0.010 0.117 0.463
H -1.24142 3.28362 7.76350 0.152 -0.035 0.205 0.438
O -0.93527 -3.86727 2.46562 0.157 0.533 0.075 -0.590
N -0.57542 -2.73717 2.75808 0.080 -0.179 -0.331 1.072
O 0.08375 -2.01202 2.02922 -0.375 -0.244 0.201 -0.632
C -0.95500 -2.21676 4.07305 -0.196 0.283 0.745 -0.072
C -1.67561 -3.02402 4.95065 -0.019 -0.094 0.006 -0.455
C -2.01244 -2.53321 6.20701 0.125 0.161 -0.125 -0.556
C -1.63451 -1.24580 6.57686 0.003 -0.006 -0.031 -0.507
C -0.92374 -0.44098 5.69147 -0.091 -0.229 -0.030 -0.284
C -0.58016 -0.92441 4.43399 0.069 0.093 -0.060 -0.440
H -1.97585 -4.02839 4.67447 0.101 0.159 -0.135 0.475
H -2.56758 -3.15548 6.90045 0.058 0.037 -0.114 0.391
H -1.89445 -0.86801 7.56084 0.023 -0.035 -0.110 0.433
H -0.63419 0.56278 5.98400 0.009 -0.098 -0.067 0.512
H -0.02342 -0.28884 3.75420 -0.068 -0.217 -0.046 0.557
O -3.31113 -9.28129 5.88167 0.130 -0.162 -0.422 -0.602
N -3.00093 -9.78839 4.81457 -0.296 -0.316 0.353 1.006
O -3.27102 -10.93373 4.49004 0.110 0.451 0.098 -0.602
C -2.24995 -8.96782 3.86198 0.419 0.455 -0.520 0.022
C -1.89014 -7.66782 4.20959 0.018 0.046 0.035 -0.354
C -1.15660 -6.90032 3.31177 -0.048 -0.264 0.007 -0.167
C -0.79227 -7.42957 2.07780 0.009 -0.017 -0.026 -0.586
C -1.16389 -8.72542 1.73279 -0.047 0.150 0.238 -0.366
C -1.89515 -9.50124 2.62567 -0.002 -0.101 -0.059 -0.406
H -2.16802 -7.24434 5.16799 -0.048 -0.255 -0.062 0.449
H -0.86573 -5.89020 3.57426 -0.051 -0.155 -0.044 0.405
H -0.21487 -6.82912 1.38177 -0.088 -0.033 0.084 0.407
H -0.87981 -9.13204 0.76837 -0.057 0.005 0.116 0.368
H -2.17596 -10.51038 2.34665 -0.051 0.112 0.230 0.437
O 4.07459 0.92606 -7.96926 -0.277 0.383 0.062 -0.603
N 3.28495 1.85126 -7.86079 -0.212 -0.523 -0.167 1.042
O 2.09283 1.77480 -8.11216 0.456 0.068 0.118 -0.610
C 3.80461 3.14176 -7.40241 0.324 0.772 0.267 0.002
C 5.16573 3.28159 -7.14026 0.076 -0.077 -0.016 -0.355
C 5.65828 4.51474 -6.72821 -0.244 0.008 -0.032 -0.455
C 4.79473 5.59468 -6.57633 -0.004 -0.008 0.002 -0.407
C 3.43490 5.44637 -6.82959 0.184 -0.173 -0.012 -0.483
C 2.93395 4.21758 -7.24475 -0.122 0.008 -0.021 -0.190
H 5.84906 2.44804 -7.25480 -0.250 -0.009 -0.053 0.442
H 6.71737 4.63529 -6.52801 -0.113 -0.063 -0.029 0.391
H 5.18371 6.55741 -6.25980 -0.044 -0.108 -0.026 0.379
H 2.76552 6.29077 -6.70678 0.035 -0.122 -0.026 0.393
H 1.87282 4.11586 -7.44186 0.174 -0.187 -0.033 0.451
```
Positions in Å, forces in eV/Å.

Properties
E_LUMO ... -1.0208 eV
Largest force on an atom ... 3.998 eV Å⁻¹



Record 2
C2H7N5O in the gas phase. Source: OMol25; level of theory: wB97M-V/def2-TZVPD.

Structure (XYZ):
```
15
Properties=species:S:1:pos:R:3:forces:R:3:nbo_charge:R:1
N 0.43234 -1.25375 -0.21523 0.388 1.597 0.378 -0.135
C 0.92052 0.14710 0.80448 -0.317 0.052 0.749 0.336
C -0.32342 0.60832 0.50524 0.218 -0.435 -0.145 0.019
N -1.54599 -0.23771 -1.32780 -0.068 -0.086 -0.380 -0.626
N -1.11218 1.61757 1.02963 -0.417 0.373 0.579 -0.840
O 1.10158 -1.28108 -1.44032 -0.687 -0.366 0.249 -0.541
N -0.97652 -0.55126 -0.13153 0.990 -0.326 -0.256 -0.107
N 1.89144 0.18240 1.61189 -0.114 -0.244 -0.516 -0.796
H 1.49855 -0.39676 -1.51789 -0.121 -0.132 0.157 0.481
H 0.51059 -2.13510 0.28632 -0.271 -0.212 -0.593 0.392
H -0.96647 0.29926 -1.97340 0.008 -0.170 0.166 0.340
H -2.00074 -1.03222 -1.75689 0.044 0.094 0.049 0.366
H -0.90256 2.59332 0.87754 0.259 -0.295 -0.440 0.385
H -1.33179 1.49210 2.01070 0.077 -0.052 -0.010 0.368
H 2.80463 -0.05219 1.23728 0.010 0.201 0.014 0.356
```
Positions in Å, forces in eV/Å.

Properties
E_LUMO ... 0.6551 eV
Largest force on an atom ... 1.687 eV Å⁻¹



Record 3
C6H10 in the gas phase. Source: OMol25; level of theory: wB97M-V/def2-TZVPD.

Structure (XYZ):
```
16
Properties=species:S:1:pos:R:3:forces:R:3:nbo_charge:R:1
C 0.03458 -0.43893 1.41245 1.568 0.472 0.632 -0.468
C -1.24996 0.69316 0.11082 1.312 0.501 -3.214 -0.454
C 0.16485 0.90912 0.70245 -3.013 -1.768 -1.735 0.093
C -0.92241 -0.77981 0.26635 1.980 2.212 0.873 0.072
C 1.25849 1.28988 -0.20682 1.939 0.585 0.411 -0.691
C -0.41981 -1.49239 -0.91777 -0.142 -1.754 0.910 -0.681
H 1.03715 -0.89593 1.43291 -0.527 -0.635 0.490 0.200
H -0.41326 -0.25317 2.38434 -0.009 -0.660 0.202 0.212
H -2.00773 0.97450 0.71648 -2.520 1.245 1.823 0.199
H -1.38810 1.06531 -0.96547 -0.042 -0.388 1.402 0.187
H 1.63147 0.39467 -0.73757 0.646 -0.010 0.561 0.209
H 2.07767 1.81935 0.45652 -1.175 -1.237 -1.612 0.238
H 1.04390 1.92883 -1.08573 -0.502 0.186 0.925 0.227
H -1.22506 -1.96845 -1.45939 -0.393 0.748 -0.841 0.234
H 0.13083 -2.39709 -0.67310 0.521 0.049 0.527 0.216
H 0.24739 -0.84905 -1.43647 0.358 0.455 -1.354 0.207
```
Positions in Å, forces in eV/Å.

Properties
E_LUMO (alpha / beta) ... 0.6972 / 0.7382 eV
Largest force on an atom ... 3.901 eV Å⁻¹